No. 1
The following is a quantum chemistry calculation of a 5-piece molecular cluster, C9H15F2N3O12 overall in a non-equilibrium geometry, from OMol25.

The value obtained for the energy above the lowest of the compared OMol25 structures with the same formula, charge and spin is 72.4 kJ/mol. The HOMO energy comes out at -11.0 eV. The calculation puts the calculated total energy at -1618.5360 Ha. The structure (SMILES) is O=C1OC[C@@H](F)O1.O=C1OC[C@@H](F)O1.C[N+](=O)[O-].C[N+](=O)[O-].C[N+](=O)[O-].

Cartesian coordinates (Å):
O1 -5.617 -3.738 2.287
C1 -5.225 -2.771 1.721
O2 -4.587 -2.749 0.551
C2 -4.086 -1.449 0.250
C3 -4.780 -0.577 1.306
F1 -5.481 0.456 0.739
O3 -5.503 -1.490 2.068
H1 -3.058 -1.549 0.611
H2 -4.189 -1.166 -0.790
H3 -4.034 -0.069 1.920
O4 2.692 -0.625 -1.575
C4 1.867 -0.387 -0.731
O5 0.572 -0.442 -0.958
C5 -0.151 0.341 -0.027
C6 0.857 0.466 1.120
F2 0.535 -0.563 1.975
O6 2.072 0.239 0.437
H4 -0.396 1.321 -0.441
H5 -1.041 -0.195 0.281
H6 0.958 1.420 1.623
C7 5.552 1.807 -1.315
N1 6.202 3.053 -0.811
O7 7.267 3.392 -1.254
O8 5.561 3.699 0.000
H7 5.421 2.000 -2.378
H8 4.584 1.586 -0.884
H9 6.317 1.071 -1.080
C8 1.018 -2.399 -3.563
N2 1.490 -3.091 -4.807
O9 1.099 -2.667 -5.873
O10 2.183 -4.078 -4.669
H10 1.390 -1.381 -3.585
H11 1.381 -3.008 -2.746
H12 -0.061 -2.404 -3.697
C9 -1.180 2.757 3.738
N3 -2.001 1.696 3.092
O11 -2.428 0.844 3.841
O12 -2.181 1.690 1.885
H13 -1.710 2.892 4.676
H14 -1.143 3.664 3.142
H15 -0.169 2.403 3.923



No. 2
The following is a quantum chemistry calculation of the molecule C4H7ClS in a non-equilibrium geometry, from OMol25.

The value obtained for the energy above the lowest of the compared OMol25 structures with the same formula, charge and spin is 384.3 kJ/mol. The HOMO energy comes out at -9.0 eV. The calculation puts the calculated total energy at -1014.8225 Ha. The structure (SMILES) is C/C(Cl)=C/CS.

Cartesian coordinates (Å):
C1 -2.079 1.480 -0.347
C2 -1.207 0.333 0.166
Cl1 -1.457 -1.297 -0.105
C3 -0.019 0.666 0.689
C4 1.421 -0.013 1.070
S1 2.291 0.040 -0.680
H1 -1.546 2.405 0.316
H2 -3.262 1.099 -0.049
H3 -2.307 1.922 -1.529
H4 -0.001 1.868 0.594
H5 1.970 0.519 1.944
H6 1.199 -1.040 1.548
H7 3.359 -0.172 0.380



No. 3
The following is a quantum chemistry calculation of an isolated ion of composition C5H13N2 and charge +1 in a non-equilibrium geometry, from OMol25.

The value obtained for the energy above the lowest of the compared OMol25 structures with the same formula, charge and spin is 381.9 kJ/mol. The HOMO energy comes out at -11.4 eV. The charge is +1. The calculation puts the calculated total energy at -307.4762 Ha. The structure (SMILES) is N/C=C/CCC[NH3+].

Cartesian coordinates (Å):
N1 2.548 0.693 1.475
C1 1.762 -0.117 0.663
C2 0.940 0.466 -0.347
C3 0.335 -0.552 -1.299
C4 -1.038 -1.105 -0.882
C5 -2.016 -0.647 0.204
N2 -1.992 1.015 0.111
H1 3.055 0.264 2.278
H2 3.001 1.392 0.937
H3 1.395 -1.123 1.074
H4 0.958 1.464 -0.701
H5 0.873 -1.546 -1.609
H6 0.281 0.113 -2.221
H7 -1.667 -1.005 -1.767
H8 -0.703 -2.191 -0.710
H9 -3.088 -0.696 0.045
H10 -1.742 -0.917 1.253
H11 -1.251 1.430 0.600
H12 -2.817 1.200 0.613
H13 -2.083 1.388 -0.932



No. 4
The following is a quantum chemistry calculation of a 2-piece molecular cluster, C5H10O2 overall in a non-equilibrium geometry, from OMol25.

The value obtained for the energy above the lowest of the compared OMol25 structures with the same formula, charge and spin is 153.4 kJ/mol. The HOMO energy (spin up / spin down) comes out at 0.9 / -2.5 eV. The charge is -1. The calculation puts the calculated total energy at -346.8747 Ha. The multiplicity is 2.

Cartesian coordinates (Å):
C1 -0.241 3.315 -2.362
C2 0.062 1.878 -2.204
C3 -0.618 1.071 -1.328
C4 -0.471 -0.336 -0.954
C5 -0.431 -0.732 0.341
O1 0.131 -1.965 0.797
H1 -0.755 3.698 -3.268
H2 0.683 3.912 -2.275
H3 -0.881 3.596 -1.516
H4 0.790 1.394 -2.855
H5 -1.258 1.523 -0.554
H6 0.045 -0.859 -1.770
H7 -0.604 -0.113 1.212
H8 0.783 -2.210 0.126
H9 0.424 -3.062 4.922
H10 1.535 -1.938 4.818
O2 1.103 -2.662 4.359



No. 5
The following is a quantum chemistry calculation of an isolated ion of composition C19H25ClN3O3S and charge +1, from OMol25.

The HOMO energy comes out at -11.4 eV. The charge is +1. The calculation puts the calculated total energy at -1987.1648 Ha. The structure (SMILES) is CN(c1ccccc1)S(=O)(=O)c1cc(C(=O)NCCC[NH+](C)C)ccc1Cl.

Cartesian coordinates (Å):
C1 -4.226 -2.675 -1.171
N1 -3.791 -1.444 -0.539
C2 -4.622 -0.298 -0.706
C3 -4.099 0.794 -1.386
C4 -4.859 1.942 -1.533
C5 -6.136 2.001 -0.998
C6 -6.654 0.911 -0.318
C7 -5.901 -0.241 -0.170
S1 -3.161 -1.569 0.998
O1 -4.102 -1.308 2.039
O2 -2.389 -2.776 1.054
C8 -1.953 -0.219 0.920
C9 -0.700 -0.593 0.487
C10 0.330 0.341 0.392
C11 1.696 -0.017 -0.028
O3 2.496 0.846 -0.423
N2 2.052 -1.306 0.065
C12 3.298 -1.832 -0.452
C13 4.484 -1.685 0.528
C14 5.527 -0.670 0.065
N3 5.022 0.720 0.075
C15 5.729 1.568 -0.895
C16 5.082 1.316 1.415
C17 0.050 1.677 0.702
C18 -1.203 2.054 1.134
C19 -2.217 1.103 1.264
Cl1 -3.751 1.567 1.837
H1 -3.553 -3.460 -0.836
H2 -5.252 -2.943 -0.907
H3 -4.151 -2.558 -2.252
H4 -3.101 0.733 -1.794
H5 -4.453 2.790 -2.063
H6 -6.726 2.898 -1.109
H7 -7.646 0.959 0.104
H8 -6.289 -1.085 0.378
H9 -0.584 -1.633 0.224
H10 1.391 -1.960 0.454
H11 3.134 -2.884 -0.678
H12 3.521 -1.317 -1.392
H13 4.990 -2.645 0.626
H14 4.101 -1.425 1.516
H15 6.412 -0.728 0.704
H16 5.830 -0.921 -0.953
H17 3.960 0.710 -0.213
H18 5.318 2.574 -0.867
H19 6.792 1.612 -0.660
H20 5.602 1.174 -1.901
H21 4.566 0.685 2.135
H22 6.118 1.439 1.730
H23 4.597 2.290 1.405
H24 0.837 2.409 0.606
H25 -1.414 3.081 1.384



No. 6
The following is a quantum chemistry calculation of the molecule C3H6N2O in a non-equilibrium geometry, from OMol25.

The value obtained for the energy above the lowest of the compared OMol25 structures with the same formula, charge and spin is 445.2 kJ/mol. The HOMO energy (spin up / spin down) comes out at -7.6 / -7.6 eV. The calculation puts the calculated total energy at -302.5235 Ha.

Cartesian coordinates (Å):
N1 1.488 -0.419 0.502
C1 -0.314 -1.277 -0.572
C2 0.073 1.104 -0.074
C3 -1.136 1.448 0.360
O1 0.085 -2.478 -0.141
N2 0.492 -0.259 -0.401
H1 0.918 -2.284 0.351
H2 2.196 0.304 0.407
H3 -1.283 -1.174 -1.021
H4 0.801 1.835 -0.402
H5 -1.455 2.474 0.304
H6 -1.865 0.725 0.689



No. 7
The following is a quantum chemistry calculation of C4H9NO2S as an isolated structure in a non-equilibrium geometry, from OMol25.

The value obtained for the energy above the lowest of the compared OMol25 structures with the same formula, charge and spin is 407.1 kJ/mol. The HOMO energy (spin up / spin down) comes out at -9.0 / -9.0 eV. The calculation puts the calculated total energy at -761.1084 Ha.

Cartesian coordinates (Å):
C1 -1.208 -0.514 -0.054
C2 -0.057 -1.395 -0.685
C3 1.162 -0.472 -1.026
C4 -0.553 1.015 1.894
N1 -0.881 -0.270 1.272
O1 0.511 -1.430 3.135
O2 0.212 -2.468 0.098
S1 -0.450 -1.665 2.137
H1 -1.205 0.535 -0.480
H2 -2.165 -1.062 -0.101
H3 -0.401 -1.721 -1.742
H4 1.044 -0.061 -2.100
H5 2.028 -1.169 -1.074
H6 1.147 0.321 -0.157
H7 -1.422 1.668 2.013
H8 -0.008 1.064 2.879
H9 0.196 1.537 1.109



No. 8
The following is a quantum chemistry calculation of a 2-piece molecular cluster, BrNO5S overall in a non-equilibrium geometry, from OMol25.

The value obtained for the energy above the lowest of the compared OMol25 structures with the same formula, charge and spin is 14.6 kJ/mol. The HOMO energy comes out at -11.1 eV. The calculation puts the calculated total energy at -3402.9526 Ha.

Cartesian coordinates (Å):
N1 -1.283 1.731 0.280
O1 -1.002 2.293 1.253
O2 -1.877 1.970 -0.716
O3 1.607 -1.788 -1.330
O4 3.298 -2.015 0.410
O5 -0.937 0.343 0.606
S1 1.931 -1.667 0.074
Br1 -1.737 -0.867 -0.578



No. 9
The following is a quantum chemistry calculation of a 5-piece molecular cluster, C3H14O4 overall in a non-equilibrium geometry, from OMol25.

The value obtained for the energy above the lowest of the compared OMol25 structures with the same formula, charge and spin is 194.6 kJ/mol. The HOMO energy comes out at -9.2 eV. The calculation puts the calculated total energy at -423.5944 Ha. The structure (SMILES) is C=CC.O.O.O.O.

Cartesian coordinates (Å):
C1 0.658 1.324 0.239
C2 0.726 0.627 1.395
C3 2.055 0.125 2.006
H1 -0.325 1.614 -0.072
H2 1.524 1.378 -0.302
H3 -0.125 0.404 1.914
H4 2.953 0.581 1.571
H5 2.064 0.280 3.120
H6 2.099 -0.951 1.743
O1 -0.022 -2.509 0.230
H7 -0.523 -2.985 0.976
H8 0.428 -1.706 0.472
O2 -1.967 2.319 -1.105
H9 -1.551 1.467 -1.262
H10 -1.477 3.044 -1.464
O3 -2.124 -0.965 -1.322
H11 -1.801 -1.670 -0.751
H12 -2.859 -1.278 -1.913
O4 0.281 -0.075 -1.986
H13 -0.664 -0.216 -2.065
H14 0.650 -0.808 -1.423



- Which of these has the highest calculated total energy?
  C3H6N2O